# 1
The following is a quantum chemistry calculation of a cluster of 15 separate species, C60H145N15O10 in total at a distorted geometry, from OMol25.

Results
E_LUMO	0.004	hartree
HOMO	-0.2932	hartree
energy relative to the best compared isomer or geometry (same formula, charge and spin)	319.7	kcal per mole

```
! wB97M-V def2-TZVPD RIJCOSX def2/J DEFGRID3
* xyz 0 1
C -1.735 15.075 -25.481
C -0.377 14.599 -25.124
N 0.001 14.786 -23.675
C 1.179 13.978 -23.207
C 0.758 12.553 -23.175
C 0.079 16.177 -23.262
C 1.260 16.975 -23.939
H -1.782 16.161 -25.402
H -2.489 14.590 -24.860
H -1.900 14.835 -26.531
H -0.456 13.534 -25.341
H 0.406 14.943 -25.799
H 2.030 14.104 -23.877
H 1.516 14.352 -22.240
H 0.544 12.139 -24.161
H 1.479 11.910 -22.670
H -0.175 12.500 -22.614
H 0.098 16.251 -22.175
H -0.869 16.660 -23.496
H 1.277 18.045 -23.733
H 1.262 17.020 -25.029
H 2.255 16.663 -23.623
C -2.028 4.632 -19.790
C -1.906 5.225 -18.395
N -2.821 4.710 -17.348
C -2.471 5.207 -15.965
C -1.406 4.260 -15.337
C -4.222 5.114 -17.645
C -5.296 4.616 -16.600
H -1.066 4.756 -20.286
H -2.820 5.137 -20.343
H -2.301 3.576 -19.799
H -0.898 4.943 -18.092
H -1.831 6.312 -18.441
H -2.055 6.210 -16.067
H -3.293 5.271 -15.252
H -0.614 3.959 -16.022
H -0.851 4.631 -14.475
H -1.871 3.304 -15.092
H -4.643 4.738 -18.577
H -4.335 6.179 -17.846
H -5.052 3.655 -16.147
H -6.264 4.476 -17.082
H -5.391 5.347 -15.798
C 3.917 9.735 -4.164
C 3.207 9.073 -5.350
N 4.032 8.515 -6.464
C 4.658 9.608 -7.276
C 5.836 9.233 -8.126
C 3.268 7.552 -7.205
C 3.144 6.231 -6.433
H 4.345 8.985 -3.500
H 3.153 10.337 -3.671
H 4.742 10.412 -4.389
H 2.532 8.306 -4.972
H 2.501 9.770 -5.801
H 3.945 10.228 -7.819
H 5.058 10.262 -6.501
H 5.465 8.690 -8.996
H 6.403 10.112 -8.433
H 6.514 8.579 -7.578
H 3.751 7.293 -8.147
H 2.257 7.906 -7.407
H 2.812 6.408 -5.410
H 4.073 5.668 -6.351
H 2.423 5.491 -6.782
C -10.914 -0.394 -11.884
C -12.120 -1.311 -12.057
N -12.984 -1.049 -13.134
C -12.396 -1.297 -14.431
C -13.318 -0.748 -15.555
C -14.343 -1.529 -12.904
C -14.348 -3.098 -12.929
H -10.279 -0.343 -12.769
H -10.107 -0.766 -11.253
H -11.162 0.641 -11.646
H -11.796 -2.347 -12.149
H -12.604 -1.292 -11.081
H -12.204 -2.359 -14.585
H -11.501 -0.676 -14.475
H -14.235 -1.331 -15.469
H -12.859 -0.777 -16.543
H -13.621 0.266 -15.298
H -14.565 -1.295 -11.863
H -15.162 -1.135 -13.506
H -13.866 -3.494 -13.823
H -13.923 -3.481 -12.001
H -15.353 -3.512 -12.848
C -4.575 1.909 -7.252
C -3.726 0.897 -6.482
N -3.913 -0.372 -7.204
C -3.377 -0.312 -8.592
C -3.254 -1.690 -9.244
C -3.454 -1.522 -6.380
C -1.898 -1.550 -6.096
H -5.571 1.466 -7.263
H -4.178 2.010 -8.261
H -4.648 2.825 -6.665
H -2.724 1.304 -6.350
H -4.170 0.741 -5.499
H -3.985 0.345 -9.213
H -2.358 0.067 -8.513
H -2.532 -2.345 -8.757
H -4.225 -2.184 -9.214
H -2.931 -1.511 -10.270
H -3.786 -2.435 -6.874
H -4.023 -1.545 -5.451
H -1.628 -2.532 -5.708
H -1.725 -0.815 -5.310
H -1.342 -1.274 -6.992
C -7.748 14.213 -18.498
O -8.410 14.601 -17.531
N -7.729 12.913 -18.865
C -7.104 12.553 -20.147
C -8.555 11.873 -18.285
H -7.248 14.896 -19.203
H -6.214 13.168 -20.279
H -7.834 12.564 -20.956
H -6.675 11.550 -20.159
H -8.887 12.022 -17.258
H -9.437 11.707 -18.903
H -7.904 10.999 -18.322
C -7.819 10.062 -10.800
O -6.612 9.744 -10.766
N -8.291 11.325 -11.009
C -9.749 11.543 -11.012
C -7.410 12.447 -11.389
H -8.654 9.352 -10.691
H -10.078 12.283 -10.283
H -10.310 10.612 -10.922
H -10.063 11.956 -11.971
H -6.376 12.106 -11.341
H -7.725 12.760 -12.384
H -7.419 13.227 -10.627
C -0.522 11.389 -14.044
O 0.700 11.461 -13.876
N -1.224 11.976 -15.070
C -2.597 11.606 -15.427
C -0.554 12.836 -16.045
H -1.173 10.762 -13.416
H -2.574 10.853 -16.215
H -3.236 12.471 -15.609
H -3.056 11.016 -14.634
H -1.229 13.670 -16.236
H 0.476 13.091 -15.796
H -0.452 12.310 -16.994
C -3.224 -2.565 -17.174
O -4.294 -3.179 -17.127
N -1.955 -3.075 -17.360
C -1.765 -4.525 -17.291
C -0.794 -2.214 -17.420
H -3.237 -1.470 -17.285
H -1.278 -4.725 -16.336
H -1.100 -4.894 -18.072
H -2.688 -5.099 -17.365
H -0.231 -2.404 -16.506
H -0.202 -2.447 -18.306
H -1.118 -1.180 -17.534
C 9.264 1.345 -12.075
O 8.992 0.251 -11.642
N 8.367 2.344 -12.442
C 8.835 3.592 -13.095
C 6.941 2.258 -12.096
H 10.314 1.618 -12.261
H 8.809 3.410 -14.170
H 9.806 3.925 -12.729
H 8.140 4.365 -12.768
H 6.502 3.026 -11.459
H 6.354 2.147 -13.008
H 6.763 1.321 -11.569
C 6.717 -0.729 -17.529
O 5.691 -1.172 -17.047
N 6.841 0.423 -18.148
C 8.134 0.860 -18.723
C 5.705 1.280 -18.449
H 7.686 -1.250 -17.496
H 7.978 1.121 -19.770
H 8.938 0.141 -18.563
H 8.431 1.823 -18.309
H 5.288 1.110 -19.442
H 4.934 1.153 -17.690
H 6.010 2.326 -18.442
C -14.396 6.067 -13.450
O -13.250 6.514 -13.349
N -15.438 6.817 -13.949
C -16.793 6.314 -14.187
C -15.179 8.219 -14.382
H -14.611 5.072 -13.029
H -17.428 6.889 -13.513
H -16.872 5.319 -13.749
H -17.226 6.361 -15.185
H -15.530 8.401 -15.398
H -15.745 8.910 -13.758
H -14.159 8.604 -14.422
C -5.524 3.637 -27.504
O -6.085 3.460 -26.394
N -5.378 4.855 -28.066
C -4.918 4.962 -29.466
C -5.709 6.049 -27.354
H -5.254 2.850 -28.225
H -4.303 4.122 -29.791
H -4.467 5.938 -29.646
H -5.755 5.035 -30.160
H -5.960 5.963 -26.297
H -4.828 6.677 -27.492
H -6.503 6.576 -27.883
C -12.669 7.241 -22.054
O -11.976 7.637 -22.995
N -12.462 6.055 -21.455
C -13.343 5.629 -20.330
C -11.502 5.099 -21.903
H -13.506 7.775 -21.578
H -13.957 4.741 -20.479
H -14.087 6.400 -20.129
H -12.724 5.485 -19.444
H -11.875 4.192 -22.380
H -10.829 5.457 -22.682
H -10.831 4.802 -21.097
C 4.024 3.723 -28.867
O 4.851 3.141 -29.602
N 2.704 3.405 -28.753
C 1.949 2.423 -29.555
C 1.888 3.960 -27.663
H 4.244 4.622 -28.271
H 1.090 3.005 -29.890
H 1.441 1.686 -28.933
H 2.476 2.045 -30.431
H 1.004 4.467 -28.051
H 1.502 3.181 -27.005
H 2.473 4.680 -27.091
*
```



# 2
The following is a quantum chemistry calculation of a cluster of 10 separate species, C60H150N10 in total at a distorted geometry, from OMol25.

Results
E_LUMO (alpha / beta)	-0.080 / -0.250	hartree
HOMO (alpha / beta)	-0.3472 / -0.3472	hartree

```
! wB97M-V def2-TZVPD RIJCOSX def2/J DEFGRID3
* xyz 1 2
C 4.830 -2.670 8.608
C 4.086 -1.351 8.877
N 3.592 -0.776 7.586
C 2.415 -1.526 7.110
C 2.201 -1.303 5.629
C 3.174 0.612 7.838
C 4.274 1.625 8.068
H 5.547 -2.790 9.421
H 5.445 -2.599 7.710
H 4.258 -3.597 8.589
H 3.322 -1.541 9.631
H 4.776 -0.621 9.301
H 2.576 -2.592 7.268
H 1.437 -1.323 7.547
H 1.524 -2.032 5.184
H 1.797 -0.307 5.447
H 3.198 -1.390 5.196
H 2.485 0.703 8.678
H 2.686 1.038 6.961
H 4.816 1.463 8.999
H 3.799 2.603 8.134
H 5.074 1.623 7.328
C -6.034 6.824 -2.936
C -5.027 7.480 -3.931
N -3.624 7.205 -3.621
C -2.679 8.099 -4.304
C -2.457 7.839 -5.770
C -3.324 5.784 -3.781
C -1.871 5.431 -3.330
H -6.103 5.749 -3.107
H -7.034 7.211 -3.133
H -5.701 7.006 -1.915
H -5.244 7.121 -4.937
H -5.264 8.540 -3.841
H -3.025 9.130 -4.219
H -1.749 7.940 -3.757
H -1.756 8.546 -6.216
H -2.107 6.821 -5.941
H -3.377 7.876 -6.353
H -3.535 5.331 -4.749
H -3.954 5.207 -3.104
H -1.669 4.375 -3.152
H -1.478 6.003 -2.490
H -1.178 5.779 -4.095
C -1.356 -3.224 6.526
C -1.990 -4.385 5.828
N -1.873 -4.318 4.368
C -0.514 -4.414 3.847
C 0.146 -5.729 4.210
C -2.617 -3.236 3.655
C -3.978 -2.882 4.261
H -0.276 -3.188 6.384
H -1.655 -3.265 7.574
H -1.722 -2.285 6.111
H -1.498 -5.279 6.209
H -3.040 -4.501 6.094
H -0.613 -4.378 2.762
H 0.055 -3.510 4.067
H -0.539 -6.577 4.178
H 1.034 -5.939 3.614
H 0.523 -5.684 5.232
H -2.659 -3.624 2.638
H -2.029 -2.329 3.514
H -3.915 -2.512 5.284
H -4.572 -3.790 4.365
H -4.522 -2.229 3.578
C 1.818 5.105 -2.690
C 3.157 4.400 -2.693
N 3.586 4.034 -1.316
C 2.648 2.984 -0.842
C 2.773 2.877 0.697
C 4.997 3.565 -1.376
C 5.968 4.695 -1.096
H 0.925 4.480 -2.652
H 1.711 5.706 -3.594
H 1.664 5.936 -2.001
H 3.052 3.526 -3.336
H 3.911 5.090 -3.071
H 2.936 2.010 -1.239
H 1.606 3.249 -1.019
H 2.212 2.042 1.116
H 2.394 3.766 1.201
H 3.832 2.790 0.940
H 5.132 2.912 -0.514
H 5.262 3.045 -2.297
H 6.027 5.389 -1.934
H 5.740 5.197 -0.156
H 6.988 4.311 -1.053
C 3.742 -0.815 0.452
C 3.987 -0.872 1.940
N 5.422 -0.724 2.205
C 6.094 -2.041 1.859
C 7.636 -1.859 1.828
C 5.648 -0.516 3.649
C 5.043 0.819 4.182
H 2.684 -0.799 0.189
H 4.139 -1.625 -0.160
H 4.184 0.135 0.151
H 3.529 -0.004 2.416
H 3.628 -1.794 2.397
H 5.699 -2.762 2.575
H 5.767 -2.369 0.873
H 8.025 -2.677 1.221
H 7.906 -0.996 1.219
H 8.081 -1.843 2.822
H 6.701 -0.507 3.929
H 5.216 -1.261 4.317
H 3.962 0.830 4.326
H 5.339 1.736 3.672
H 5.471 0.973 5.173
C -1.874 2.594 3.684
C -2.517 2.476 2.293
N -2.884 3.793 1.714
C -3.652 3.691 0.480
C -4.594 4.909 0.308
C -1.730 4.698 1.571
C -0.662 4.277 0.620
H -2.424 3.262 4.347
H -0.833 2.909 3.611
H -1.871 1.628 4.189
H -1.826 1.948 1.636
H -3.405 1.849 2.369
H -2.967 3.518 -0.350
H -4.299 2.815 0.521
H -3.983 5.811 0.293
H -5.175 4.835 -0.612
H -5.317 4.857 1.122
H -1.365 4.826 2.590
H -2.014 5.725 1.345
H 0.276 4.799 0.808
H -0.861 4.477 -0.433
H -0.408 3.220 0.699
C 0.101 -0.602 2.221
C -0.445 -1.312 0.970
N -1.117 -0.313 0.188
C -2.379 -0.804 -0.441
C -2.163 -2.064 -1.319
C -0.249 0.268 -0.838
C -0.805 1.439 -1.714
H 0.464 -1.272 3.001
H -0.703 -0.053 2.711
H 0.847 0.127 1.904
H 0.378 -1.815 0.462
H -1.133 -2.105 1.265
H -3.010 -1.055 0.411
H -2.896 -0.007 -0.976
H -3.116 -2.452 -1.677
H -1.524 -1.793 -2.159
H -1.730 -2.832 -0.678
H 0.079 -0.479 -1.560
H 0.625 0.657 -0.316
H -1.616 1.131 -2.373
H -0.025 1.900 -2.321
H -1.257 2.229 -1.114
C 2.967 -4.881 1.261
C 1.850 -5.635 0.482
N 1.027 -4.773 -0.427
C 1.793 -3.824 -1.303
C 2.611 -4.485 -2.452
C 0.055 -5.487 -1.204
C -1.038 -5.969 -0.294
H 3.488 -5.623 1.867
H 2.608 -4.081 1.908
H 3.756 -4.483 0.624
H 2.268 -6.385 -0.189
H 1.162 -6.034 1.227
H 2.456 -3.118 -0.804
H 1.051 -3.153 -1.737
H 3.588 -4.794 -2.081
H 2.629 -3.785 -3.286
H 2.150 -5.418 -2.778
H -0.383 -4.822 -1.947
H 0.488 -6.362 -1.689
H -1.509 -5.158 0.262
H -1.859 -6.343 -0.907
H -0.689 -6.786 0.337
C -0.462 3.420 -6.433
C -1.783 2.699 -6.172
N -1.699 1.456 -5.382
C -3.037 0.992 -5.075
C -3.745 1.884 -4.113
C -0.941 0.407 -6.068
C -0.644 -0.800 -5.116
H 0.036 3.730 -5.514
H -0.675 4.290 -7.054
H 0.292 2.777 -6.887
H -2.442 3.383 -5.637
H -2.253 2.418 -7.115
H -3.635 0.839 -5.974
H -3.026 -0.006 -4.638
H -3.062 2.155 -3.308
H -4.164 2.815 -4.496
H -4.599 1.274 -3.821
H -0.002 0.700 -6.538
H -1.618 0.123 -6.873
H -0.026 -1.508 -5.668
H -1.546 -1.341 -4.828
H -0.146 -0.572 -4.174
C -0.957 -4.881 -5.088
C -2.381 -4.445 -5.415
N -3.246 -4.606 -4.195
C -4.614 -4.179 -4.411
C -4.675 -2.650 -4.671
C -3.297 -5.903 -3.557
C -3.979 -7.019 -4.385
H -0.600 -4.349 -4.206
H -0.253 -4.622 -5.879
H -0.968 -5.945 -4.850
H -2.409 -3.382 -5.655
H -2.710 -4.985 -6.303
H -5.052 -4.732 -5.242
H -5.219 -4.438 -3.542
H -4.100 -2.447 -5.575
H -5.714 -2.413 -4.901
H -4.287 -2.032 -3.862
H -3.865 -5.728 -2.644
H -2.308 -6.160 -3.177
H -3.343 -7.174 -5.257
H -4.971 -6.763 -4.757
H -4.044 -7.995 -3.905
*
```



| no. | E_tot (eV) |
| --- | --- |
| 1 | -107391.3320 |
| 2 | -79542.2103 |